[1]
Below is a cluster of 8 separate species, C51H85F3NO14S in total in a non-equilibrium geometry, with properties calculated with the ωB97M-V functional and the def2-TZVPD basis.

The geometry in XYZ format:
```
155
Properties=species:S:1:pos:R:3:forces:R:3:lowdin_charge:R:1
C 2.204 0.953 3.242 0.62 0.58 -0.56 -0.097
C 2.664 2.042 2.186 0.19 0.46 0.88 -0.250
C 2.335 3.522 2.631 -0.96 -0.17 -0.46 -0.206
C 0.766 3.768 2.753 0.62 0.71 -1.21 -0.191
C 0.252 4.102 1.290 -0.45 0.77 0.21 -0.221
C -1.299 3.922 1.093 0.50 -0.71 0.19 -0.190
C -1.782 2.405 1.247 0.49 1.26 -0.57 -0.165
C -0.900 1.437 0.360 -0.27 0.21 0.31 -0.090
C -1.543 -0.013 0.217 1.12 1.88 -0.83 -0.196
O -1.636 -0.390 1.632 -1.83 -0.87 -0.76 0.035
C -2.934 -0.682 2.038 -1.24 -0.92 0.34 -0.392
O -3.715 0.158 2.402 0.81 0.09 -0.14 0.143
C -3.439 -2.160 2.104 0.94 -1.11 0.06 -0.092
C -2.897 -2.973 3.194 -1.95 -1.00 -2.19 -0.002
C -3.320 -4.364 3.248 -0.16 1.15 -0.76 -0.081
C -4.224 -4.932 2.262 0.50 2.00 -0.01 -0.092
C -4.757 -4.083 1.210 0.99 0.95 0.74 -0.079
C -4.364 -2.684 1.110 0.93 -1.28 2.08 -0.026
C -2.898 0.014 -0.605 -1.12 -1.27 -0.63 -0.323
O -3.865 0.735 -0.570 0.89 0.08 0.92 0.123
N -2.873 -1.030 -1.614 0.69 1.82 -0.57 0.124
C -1.466 -0.982 -2.123 -0.47 -2.11 3.13 -0.362
C -1.407 -2.246 -3.042 0.50 0.14 -1.86 -0.015
C -0.049 -2.502 -3.806 -0.62 -0.68 -0.90 -0.258
O 0.699 -1.344 -4.137 0.04 -0.24 0.17 -0.034
C -0.321 -3.264 -5.178 1.13 0.91 0.87 -0.463
F -1.136 -2.518 -6.028 0.58 -1.32 0.95 0.069
F -0.832 -4.508 -4.946 0.28 1.35 -0.93 0.127
F 0.874 -3.368 -5.870 -1.54 -0.49 0.62 0.094
O -1.145 0.315 -2.587 -0.79 -1.04 -1.33 -0.069
C -1.687 0.670 -3.862 -0.78 1.46 -0.91 -0.176
C -3.169 1.210 -3.871 -0.37 0.38 -0.39 -0.156
C -3.345 2.730 -3.439 0.22 -0.14 -0.70 -0.232
C -2.239 3.292 -2.477 -1.56 0.53 0.43 -0.113
C -0.701 -1.035 -0.717 1.49 0.31 1.26 -0.184
C 0.810 -0.587 -0.715 0.25 0.49 0.96 -0.379
S 2.007 -1.848 -1.311 0.25 0.13 0.12 0.904
C 3.115 -2.342 0.057 1.08 -0.75 0.63 -0.521
C 4.194 -3.348 -0.553 -0.66 -0.22 0.30 -0.202
C -0.740 -2.391 0.090 1.20 -3.22 2.91 -0.603
O -1.586 -3.297 -0.137 -0.58 1.37 -1.54 -0.047
O 0.093 -2.596 1.070 -0.98 2.08 -2.42 -0.092
H 2.334 -0.046 2.755 -0.01 0.60 0.74 0.066
H 2.874 1.105 4.148 -1.05 -0.55 -1.08 0.052
H 1.128 1.040 3.530 0.88 0.01 -0.26 0.062
H 3.785 1.975 2.091 -1.00 -0.09 -0.03 0.099
H 2.237 1.872 1.165 0.23 0.01 0.84 0.082
H 2.672 4.191 1.785 -0.10 -0.45 1.03 0.102
H 2.843 3.842 3.575 -0.20 -0.54 -0.73 0.102
H 0.561 4.689 3.370 0.22 -1.36 -0.58 0.080
H 0.213 2.895 3.179 0.56 0.68 -0.23 0.090
H 0.464 5.205 1.139 -0.09 -1.05 0.05 0.109
H 0.845 3.584 0.484 -0.65 0.20 0.83 0.100
H -1.811 4.502 1.907 0.32 -0.30 -0.77 0.091
H -1.593 4.346 0.095 0.16 -0.42 0.91 0.089
H -2.862 2.403 0.969 0.83 -0.38 0.31 0.102
H -1.665 2.168 2.334 -0.30 -0.17 -1.02 0.103
H -0.665 1.864 -0.648 -0.45 -0.31 0.81 0.109
H 0.089 1.385 0.900 -1.00 -0.42 -0.59 0.101
H -2.196 -2.530 3.928 -0.52 -0.48 -0.68 0.117
H -2.897 -4.987 4.071 -0.52 0.42 -0.88 0.092
H -4.489 -6.008 2.333 0.16 0.98 -0.15 0.087
H -5.454 -4.469 0.426 0.73 0.18 0.92 0.094
H -4.747 -2.020 0.306 0.27 -0.61 0.70 0.107
H -3.214 -1.957 -1.357 0.51 0.23 0.28 0.119
H -2.199 -2.103 -3.839 0.67 0.05 0.85 0.120
H -1.683 -3.203 -2.529 0.33 1.23 0.21 0.133
H 0.599 -3.203 -3.217 -0.42 0.91 -0.47 0.130
H 0.353 -0.899 -4.927 -0.15 -0.28 0.43 0.093
H -1.613 -0.110 -4.662 0.06 0.19 1.00 0.102
H -1.054 1.529 -4.235 -0.44 -0.94 0.44 0.132
H -3.510 1.152 -4.947 0.34 -0.02 1.04 0.091
H -3.898 0.600 -3.289 0.98 0.15 -0.32 0.097
H -3.390 3.332 -4.392 0.23 -0.48 0.98 0.077
H -4.369 2.845 -2.983 1.11 -0.09 -0.23 0.110
H -2.469 2.898 -1.448 0.69 0.20 -0.99 0.052
H -2.415 4.406 -2.398 0.45 -1.01 -0.13 0.075
H -1.189 3.098 -2.797 -0.86 0.07 0.34 0.072
H 1.081 -0.375 0.358 -0.23 -0.46 -1.07 0.083
H 1.019 0.360 -1.272 -0.45 -0.91 0.21 0.084
H 2.617 -2.896 0.889 -0.15 0.69 -0.82 0.068
H 3.670 -1.485 0.525 -0.69 -0.44 -0.66 0.067
H 5.157 -3.303 0.024 -0.88 0.13 -0.71 0.060
H 4.357 -3.183 -1.647 0.11 0.09 0.90 0.050
H 3.844 -4.412 -0.447 0.19 1.14 -0.12 0.060
C -3.852 -2.381 -7.199 -0.08 0.20 0.18 -0.024
C -4.940 -1.546 -7.819 0.01 0.14 0.34 -0.497
O -5.410 -0.601 -7.228 -0.09 -0.05 -0.18 0.067
C -5.418 -1.932 -9.198 -0.24 0.27 -0.04 -0.027
H -3.613 -1.986 -6.213 -0.05 -0.01 -0.09 0.073
H -4.189 -3.414 -7.091 0.15 -0.05 -0.15 0.092
H -2.955 -2.341 -7.819 -0.04 -0.21 -0.03 0.083
H -5.828 -2.944 -9.180 0.18 -0.05 -0.10 0.083
H -4.591 -1.874 -9.908 0.00 -0.22 0.01 0.083
H -6.201 -1.243 -9.515 0.05 -0.04 0.05 0.078
C 7.455 -7.507 -0.178 -0.03 0.20 0.24 -0.025
C 6.388 -6.635 -0.791 -0.14 0.28 0.22 -0.491
O 5.916 -5.698 -0.188 0.31 -0.40 -0.10 0.061
C 5.932 -6.978 -2.187 -0.24 0.26 -0.03 -0.019
H 7.684 -7.145 0.825 -0.01 -0.03 -0.08 0.069
H 7.100 -8.536 -0.105 0.15 -0.04 -0.15 0.086
H 8.364 -7.464 -0.781 -0.03 -0.21 -0.02 0.085
H 5.509 -7.984 -2.205 0.17 -0.05 -0.10 0.084
H 6.774 -6.912 -2.880 -0.01 -0.20 0.00 0.083
H 5.165 -6.269 -2.500 0.06 -0.04 0.06 0.083
C -2.587 5.410 5.108 0.17 0.08 -0.22 -0.010
C -1.245 5.410 5.789 0.19 -0.07 -0.37 -0.481
O -0.214 5.432 5.152 -0.23 0.28 0.51 0.051
C -1.235 5.383 7.297 0.35 -0.01 0.07 -0.024
H -2.441 5.430 4.027 0.03 -0.05 0.08 0.074
H -3.137 4.503 5.370 -0.10 0.09 0.10 0.094
H -3.157 6.295 5.403 0.13 -0.39 0.05 0.047
H -1.726 4.476 7.656 -0.15 0.12 0.05 0.083
H -1.743 6.266 7.688 -0.17 -0.13 0.02 0.082
H -0.203 5.386 7.651 -0.06 -0.01 -0.06 0.079
C 9.829 -6.479 3.638 -0.21 -0.22 -0.09 -0.025
C 10.759 -6.892 2.526 -0.12 -0.27 -0.21 -0.507
O 10.474 -7.794 1.768 0.07 0.15 0.11 0.059
C 12.057 -6.137 2.394 0.10 -0.17 -0.26 -0.028
H 8.936 -7.105 3.613 0.07 0.04 -0.02 0.082
H 10.322 -6.609 4.603 0.01 0.21 0.00 0.084
H 9.529 -5.438 3.505 0.11 0.03 0.16 0.088
H 12.649 -6.252 3.304 -0.06 0.20 0.04 0.083
H 11.856 -5.081 2.207 0.06 0.02 0.20 0.086
H 12.625 -6.540 1.555 -0.07 0.01 0.06 0.081
C 7.041 1.083 5.470 -0.01 0.22 -0.23 -0.027
C 5.565 0.978 5.762 -0.29 0.20 -0.18 -0.496
O 4.758 1.668 5.183 0.32 -0.03 0.21 0.061
C 5.135 -0.024 6.804 -0.31 0.06 -0.02 -0.022
H 7.204 1.839 4.702 -0.05 -0.06 0.05 0.082
H 7.579 1.378 6.373 0.06 -0.19 0.01 0.081
H 7.417 0.125 5.104 0.08 -0.01 0.18 0.084
H 5.589 0.222 7.766 0.12 -0.16 -0.03 0.081
H 5.427 -1.030 6.497 0.13 0.02 0.14 0.086
H 4.051 0.009 6.910 0.08 0.01 -0.05 0.085
C -6.380 7.979 4.061 0.32 0.09 -0.11 -0.019
C -5.816 7.507 5.376 0.29 0.05 0.04 -0.487
O -4.631 7.591 5.620 -0.49 0.27 0.05 0.040
C -6.783 6.927 6.375 0.25 -0.07 0.23 -0.021
H -5.573 8.372 3.442 -0.04 -0.05 0.06 0.085
H -6.850 7.145 3.537 -0.17 0.09 0.05 0.089
H -7.109 8.774 4.232 -0.14 -0.15 -0.04 0.084
H -7.271 6.046 5.953 -0.16 0.12 -0.02 0.088
H -7.530 7.675 6.649 -0.13 -0.11 -0.12 0.084
H -6.240 6.630 7.273 -0.02 0.03 -0.08 0.083
C -3.346 3.935 -8.523 0.18 0.10 0.28 -0.025
C -4.313 3.017 -7.817 -0.06 -0.10 0.33 -0.491
O -4.273 2.860 -6.619 0.02 0.13 -0.25 0.072
C -5.330 2.297 -8.664 -0.24 -0.10 0.24 -0.029
H -2.673 4.383 -7.791 -0.06 -0.05 -0.03 0.082
H -2.753 3.369 -9.244 -0.11 0.10 -0.14 0.082
H -3.892 4.733 -9.030 0.05 -0.10 -0.17 0.081
H -4.820 1.658 -9.387 -0.07 0.11 -0.13 0.083
H -5.967 3.017 -9.183 0.15 -0.01 -0.18 0.083
H -5.954 1.674 -8.025 0.12 0.00 -0.04 0.068
```
Positions in Å, forces in eV/Å.

Properties
E_HOMO ... -4.436 eV
Charge ... -1
Kohn-Sham gap ... 6.30 eV
F_max ... 4.5 eV Å⁻¹

[2]
Below is a cluster of 7 separate species, C46H34O14 in total in a non-equilibrium geometry, with properties calculated with the ωB97M-V functional and the def2-TZVPD basis.

The geometry in XYZ format:
```
94
Properties=species:S:1:pos:R:3:forces:R:3:lowdin_charge:R:1
O -2.680 -1.058 -0.059 0.65 -0.62 -0.32 0.127
C -3.509 -0.209 0.001 -1.02 0.02 0.10 -0.484
C -4.795 -0.206 0.835 0.86 0.00 0.41 -0.021
C -4.725 1.288 1.279 0.48 -1.10 -0.10 -0.203
C -3.593 1.329 2.297 -0.02 0.78 0.29 -0.194
C -2.357 1.921 2.026 -0.42 -0.29 0.13 -0.011
C -1.328 1.885 2.966 -0.61 -0.14 -0.27 -0.068
C -1.563 1.258 4.181 0.46 0.09 0.27 -0.091
C -2.795 0.699 4.489 -0.22 0.08 -0.46 -0.069
C -3.808 0.737 3.543 0.12 0.15 -0.18 -0.039
C -4.422 1.819 -0.115 -1.59 -0.26 -0.24 -0.119
O -3.380 0.977 -0.625 0.42 0.51 0.11 0.001
H -5.689 -0.461 0.272 -0.02 0.09 -0.29 0.131
H -4.633 -0.950 1.606 -0.22 0.05 0.27 0.124
H -5.657 1.679 1.672 -0.13 0.03 0.06 0.152
H -2.227 2.368 1.053 0.32 0.17 -0.03 0.113
H -0.375 2.313 2.689 -0.09 -0.06 0.29 0.072
H -0.762 1.196 4.905 0.02 0.03 0.05 0.105
H -2.976 0.227 5.442 0.08 -0.04 0.13 0.105
H -4.780 0.307 3.749 -0.03 -0.09 0.12 0.118
H -4.321 2.885 -0.266 0.96 0.04 0.04 0.141
H -5.298 1.516 -0.696 -0.21 0.53 -0.14 0.129
O -1.042 3.392 -2.843 0.01 0.02 0.01 0.104
C -0.175 2.555 -2.697 0.00 0.00 0.04 -0.378
C 1.213 2.797 -3.165 0.05 0.00 0.00 0.021
C 2.164 1.881 -3.003 -0.01 0.06 0.00 0.018
C 1.877 0.579 -2.347 -0.01 -0.04 0.01 -0.396
O 2.748 -0.251 -2.196 0.02 0.02 0.02 0.103
C 0.490 0.340 -1.881 0.00 0.01 -0.02 0.020
C -0.461 1.255 -2.041 0.00 -0.04 0.00 0.037
H 1.401 3.752 -3.640 -0.03 0.01 0.00 0.121
H 3.183 2.035 -3.336 0.01 -0.04 0.01 0.122
H 0.298 -0.615 -1.405 0.00 -0.02 -0.01 0.118
H -1.476 1.098 -1.704 0.02 0.03 -0.02 0.096
O -5.186 -4.372 -2.688 -0.01 -0.01 0.02 0.083
C -4.255 -4.807 -2.039 0.02 -0.02 0.03 -0.370
C -3.947 -6.258 -2.017 0.01 -0.04 0.01 0.021
C -2.929 -6.734 -1.304 -0.04 0.00 -0.03 0.023
C -2.060 -5.833 -0.503 0.03 0.01 0.02 -0.381
O -1.133 -6.269 0.144 -0.01 -0.01 -0.01 0.111
C -2.372 -4.383 -0.527 0.02 0.03 0.02 0.034
C -3.389 -3.909 -1.241 -0.03 -0.03 -0.03 0.026
H -4.592 -6.896 -2.608 -0.02 0.03 -0.01 0.122
H -2.685 -7.789 -1.272 0.03 0.01 0.02 0.122
H -1.732 -3.738 0.062 -0.02 0.01 0.00 0.116
H -3.626 -2.855 -1.270 0.01 0.01 0.00 0.098
O 6.074 4.340 1.554 -0.09 0.12 -0.02 0.099
C 4.941 3.913 1.496 0.03 -0.08 -0.01 -0.365
C 4.641 2.616 0.842 -0.01 0.00 -0.03 0.047
C 3.396 2.151 0.776 0.01 -0.02 -0.09 0.027
C 2.263 2.908 1.355 0.04 -0.06 -0.03 -0.357
O 1.127 2.476 1.298 0.19 0.11 -0.20 0.071
C 2.558 4.204 2.012 -0.01 0.04 0.02 0.027
C 3.802 4.671 2.077 -0.03 -0.01 0.02 0.028
H 5.485 2.077 0.431 0.02 0.01 0.03 0.132
H 3.158 1.204 0.307 0.05 -0.04 0.04 0.095
H 1.713 4.738 2.428 -0.02 -0.02 -0.01 0.124
H 4.044 5.614 2.551 0.03 0.00 -0.01 0.122
O -4.003 -3.586 -7.369 -0.01 0.00 -0.01 0.105
C -5.166 -3.864 -7.166 0.00 0.01 0.01 -0.384
C -5.708 -3.963 -5.789 0.02 0.01 -0.05 0.019
C -6.983 -4.271 -5.570 0.00 0.00 0.02 0.023
C -7.919 -4.526 -6.692 -0.02 0.00 0.02 -0.387
O -9.082 -4.805 -6.495 0.00 0.00 -0.02 0.103
C -7.377 -4.426 -8.072 0.05 0.01 -0.03 0.017
C -6.102 -4.118 -8.292 -0.05 -0.01 -0.02 0.017
H -5.016 -3.775 -4.981 0.01 0.00 0.00 0.100
H -7.394 -4.349 -4.571 0.01 -0.01 0.00 0.118
H -8.076 -4.616 -8.877 -0.03 -0.01 0.02 0.120
H -5.686 -4.040 -9.288 0.03 0.01 0.01 0.120
O 11.656 6.743 4.236 0.00 -0.01 0.00 0.101
C 10.989 5.820 3.818 0.01 0.05 0.01 -0.391
C 11.609 4.514 3.483 0.00 -0.06 -0.02 0.017
C 10.879 3.501 3.024 0.05 0.03 0.00 0.019
C 9.412 3.633 2.827 -0.02 0.00 -0.01 -0.379
O 8.753 2.704 2.414 0.01 -0.02 0.04 0.107
C 8.791 4.942 3.161 0.04 0.03 0.07 0.024
C 9.525 5.952 3.622 -0.03 -0.05 -0.03 0.020
H 12.678 4.438 3.634 0.00 0.04 0.01 0.120
H 11.310 2.540 2.774 -0.03 -0.01 -0.01 0.120
H 7.723 5.021 3.010 0.00 -0.05 -0.06 0.094
H 9.095 6.913 3.874 0.03 0.01 0.01 0.120
O -0.791 -2.820 3.844 0.01 0.00 0.01 0.104
C 0.191 -2.435 3.244 -0.03 0.00 0.01 -0.380
C 0.113 -1.316 2.274 -0.03 0.02 -0.05 0.029
C 1.191 -0.896 1.616 0.02 -0.05 0.00 0.027
C 2.518 -1.529 1.826 0.04 -0.02 -0.04 -0.370
O 3.506 -1.150 1.230 -0.10 0.06 0.06 0.100
C 2.595 -2.649 2.798 -0.03 -0.03 0.03 0.023
C 1.518 -3.068 3.455 0.05 0.00 0.00 0.023
H -0.863 -0.867 2.134 -0.02 -0.02 -0.01 0.106
H 1.150 -0.079 0.908 -0.01 0.05 0.02 0.090
H 3.571 -3.097 2.936 0.01 0.02 -0.03 0.122
H 1.552 -3.883 4.168 -0.04 0.00 0.00 0.122
```
Positions in Å, forces in eV/Å.

Properties
E_HOMO ... -9.492 eV
SMILES string ... O=C1C[C@@H](c2ccccc2)CO1.O=C1C=CC(=O)C=C1.O=C1C=CC(=O)C=C1.O=C1C=CC(=O)C=C1.O=C1C=CC(=O)C=C1.O=C1C=CC(=O)C=C1.O=C1C=CC(=O)C=C1
Kohn-Sham gap ... 7.75 eV
F_max ... 1.6 eV Å⁻¹

[3]
Below is a structure of composition C3H7BrN3 in a non-equilibrium geometry, with properties calculated with the ωB97M-V functional and the def2-TZVPD basis.

The geometry in XYZ format:
```
14
Properties=species:S:1:pos:R:3:forces:R:3:lowdin_charge:R:1
C -1.145 0.706 0.954 0.32 0.00 -0.40 0.010
C -0.136 1.573 0.566 -0.27 -0.23 0.12 -0.006
C -0.962 -0.407 0.157 -3.15 -4.61 1.06 -0.079
N 0.080 -0.234 -0.640 -0.20 -0.45 -0.01 0.107
N -1.867 -2.062 0.335 3.21 4.02 -0.78 0.141
N 0.581 0.986 -0.395 0.48 0.56 -0.02 0.057
Br 3.897 0.276 -0.563 -1.15 -0.12 -0.14 0.399
H -1.895 0.861 1.700 -0.12 0.05 0.11 0.122
H 0.093 2.555 0.932 0.18 0.19 -0.06 0.148
H 0.512 -0.896 -1.271 0.04 0.12 0.01 0.197
H -2.260 -2.188 -0.596 -0.19 0.19 0.05 0.039
H -2.606 -1.805 0.981 -0.18 0.29 -0.06 0.037
H 5.261 0.287 -0.361 1.17 0.07 0.14 -0.282
H 1.429 1.322 -0.839 -0.16 -0.08 -0.03 0.109
```
Positions in Å, forces in eV/Å.

Properties
E_HOMO ... -14.622 eV
Energy above the lowest of the compared OMol25 structures with the same formula, charge and spin ... 43.7 kcal per mole
Charge ... +1
Kohn-Sham gap ... 10.96 eV
F_max ... 5.7 eV Å⁻¹